The following is a quantum chemistry calculation of a molecular structure, C41H48FeN4O3P2S, from the Open Molecules 2025 dataset.

```
100
Properties=species:S:1:pos:R:3:forces:R:3:lowdin_spin:R:1
Fe 0.235581 0.075361 0.195533 0.6 1.0 0.0 1.3566
C -3.017584 1.864352 -2.954701 0.0 0.0 0.0 -0.0004
C -3.403458 0.432926 -2.581172 0.3 0.2 -0.3 -0.0102
C -3.304039 -0.491120 -3.792022 0.0 0.0 0.0 -0.0005
P -2.373922 -0.137065 -1.151887 -0.3 -0.2 0.7 -0.0416
C -3.173135 -1.759007 -0.705360 0.3 0.0 0.0 -0.0076
C -3.202665 -1.979019 0.817685 0.0 0.0 0.0 -0.0007
C -2.408291 -2.896836 -1.394870 -0.1 0.0 -0.1 -0.0007
C -3.057859 0.962751 0.162981 -0.1 -0.1 0.0 -0.0050
C -4.389879 0.991512 0.570769 0.0 -0.2 0.0 -0.0003
C -4.792868 1.811775 1.611848 0.1 0.1 0.1 -0.0031
C -3.858758 2.618341 2.265151 0.0 0.0 -0.2 0.0009
C -2.541070 2.638153 1.840264 -0.3 0.0 0.0 -0.0043
C -2.150524 1.822715 0.775024 0.0 -0.2 -0.8 -0.0033
N -0.883618 1.876520 0.172938 1.2 -0.6 0.8 -0.0805
C -0.490602 3.086230 -0.354542 -0.3 -0.1 -0.1 -0.0075
C -1.345820 4.209589 -0.446653 -0.1 0.1 0.0 -0.0011
C -0.895834 5.401344 -0.975970 0.1 -0.2 0.0 -0.0005
C 0.405038 5.519109 -1.463640 0.0 0.2 -0.1 0.0015
C 1.220853 4.410758 -1.451355 0.1 0.0 -0.1 -0.0039
C 0.774597 3.198398 -0.920596 0.0 0.2 0.0 -0.0110
P 1.698505 1.683040 -1.029918 -0.1 0.8 0.2 -0.1172
C 2.052381 1.631995 -2.844087 -0.3 -1.0 -0.1 -0.0215
C 2.884898 0.413835 -3.250144 0.1 0.1 -0.1 -0.0008
C 0.731784 1.634354 -3.616225 0.0 0.1 0.0 0.0001
C 3.301491 2.076197 -0.170053 0.0 -0.5 0.1 -0.0131
C 4.343985 2.836489 -0.988458 0.0 0.0 0.0 -0.0052
C 3.012304 2.779181 1.157291 -0.1 0.0 0.0 -0.0002
H -3.712861 2.258231 -3.698067 0.0 0.0 0.0 0.0000
H -2.015094 1.892127 -3.387546 -0.1 0.0 0.0 -0.0001
H -3.037740 2.533797 -2.093415 0.0 0.0 0.0 0.0000
H -4.437143 0.424872 -2.220168 0.0 0.0 0.1 -0.0019
H -2.286232 -0.513129 -4.188845 0.0 0.0 0.0 -0.0002
H -3.960431 -0.122090 -4.582276 0.0 0.0 0.0 0.0000
H -3.610650 -1.511254 -3.566384 0.0 0.0 0.0 0.0000
H -4.196491 -1.728821 -1.090818 0.0 0.0 0.0 -0.0013
H -2.566240 -1.283991 1.366794 0.0 0.0 0.0 -0.0004
H -2.825351 -2.972502 1.045289 -0.2 -0.1 0.0 0.0000
H -4.209596 -1.886367 1.223051 0.0 0.0 0.0 0.0000
H -1.406181 -2.972596 -0.984390 0.0 0.0 -0.1 0.0000
H -2.311416 -2.745461 -2.469870 0.0 0.0 0.0 -0.0001
H -2.913936 -3.850459 -1.231927 0.0 0.0 0.0 0.0000
H -5.117637 0.349016 0.087103 0.0 0.0 0.0 0.0000
H -5.829938 1.826829 1.918766 0.0 0.0 0.0 -0.0002
H -4.168233 3.250093 3.087716 0.0 0.0 0.0 0.0000
H -1.810473 3.282255 2.314801 0.0 0.1 -0.1 -0.0001
H -2.372304 4.130010 -0.120025 0.0 0.1 0.1 0.0001
H -1.568487 6.247986 -1.021128 0.0 0.0 0.0 -0.0004
H 0.757656 6.452662 -1.879612 0.0 0.0 0.0 -0.0001
H 2.213814 4.488165 -1.873462 0.0 0.0 0.0 -0.0002
H 2.612176 2.543143 -3.063678 0.0 0.1 0.2 -0.0045
H 2.303468 -0.501863 -3.135441 0.0 0.0 -0.1 -0.0002
H 3.803623 0.313538 -2.669835 0.0 0.0 0.0 0.0000
H 3.161754 0.493134 -4.302013 0.0 0.0 0.0 0.0000
H 0.117488 0.773566 -3.336581 0.0 0.0 0.0 0.0005
H 0.932110 1.568519 -4.686708 0.0 0.0 0.0 0.0000
H 0.150416 2.537857 -3.435740 0.0 0.0 0.0 0.0000
H 3.717289 1.096255 0.061041 0.2 0.1 0.0 -0.0005
H 4.053962 3.869297 -1.174867 0.0 0.0 0.0 0.0000
H 4.572040 2.358824 -1.940077 0.0 0.0 0.0 -0.0002
H 5.269157 2.864945 -0.410457 0.0 0.0 0.0 -0.0010
H 2.636577 3.788795 0.990396 0.0 0.0 0.0 0.0000
H 3.930208 2.848729 1.743246 0.0 0.0 0.0 -0.0001
H 2.270454 2.243576 1.752337 0.0 0.0 0.0 -0.0001
C -0.084784 0.999782 4.450059 0.1 0.0 0.0 -0.0002
C 1.111779 0.550615 4.980292 -0.1 0.0 0.1 -0.0003
C 2.025259 -0.059954 4.142436 0.1 0.0 0.0 0.0003
C 1.731056 -0.186058 2.793628 0.0 0.0 0.1 0.0004
N 0.588700 0.280376 2.276537 -0.2 0.2 -0.3 -0.0040
C -0.303704 0.837969 3.094748 0.1 -0.1 0.1 -0.0011
C 2.637796 -0.820785 1.829712 0.0 0.0 0.1 -0.0013
C 3.746054 -1.558242 2.203633 0.1 0.0 0.0 -0.0018
C 4.542527 -2.124339 1.219153 0.0 0.0 0.0 0.0011
C 4.171901 -1.982235 -0.100937 0.0 0.0 0.0 -0.0005
C 3.011400 -1.284242 -0.382957 0.2 0.2 -0.1 0.0006
N 2.292411 -0.658805 0.548296 -0.6 -0.4 -0.2 -0.0258
H -0.835075 1.476918 5.063960 0.0 0.0 0.0 0.0000
H 1.329988 0.667438 6.033369 0.0 0.0 0.0 -0.0001
H 2.965944 -0.417574 4.532815 0.0 0.0 0.0 0.0001
H -1.225466 1.160018 2.649405 0.0 -0.1 0.1 0.0002
H 3.991032 -1.704703 3.244588 0.0 0.0 0.0 -0.0002
H 5.421150 -2.692882 1.490128 0.0 0.0 0.0 0.0000
H 4.722001 -2.456592 -0.900225 0.0 0.0 0.0 -0.0002
H 2.666413 -1.191727 -1.395835 0.0 0.0 0.0 0.0005
O 1.768576 -5.420213 -1.551060 -0.1 0.0 0.0 -0.0002
S 1.844570 -4.781120 -0.273798 0.0 -0.3 0.0 0.0000
O 3.098287 -4.818490 0.434834 0.0 0.0 -0.1 -0.0005
N 1.319112 -3.235625 -0.371404 -0.1 0.2 0.0 -0.0027
C 0.392508 -2.979077 0.513852 0.3 -0.2 -0.3 0.0028
O -0.130819 -1.831350 0.681464 -0.4 0.6 0.2 0.0235
C -0.079133 -4.182410 1.280007 -0.1 0.0 0.1 0.0006
C -1.040238 -4.291763 2.267459 0.0 0.1 0.2 0.0001
C -1.377136 -5.559334 2.731056 0.0 0.0 0.0 0.0000
C -0.749288 -6.694404 2.228710 0.0 0.0 0.0 0.0000
C 0.263490 -6.582178 1.280458 0.0 0.0 0.0 0.0000
C 0.572696 -5.318042 0.832312 0.0 0.0 0.0 0.0001
H -1.509252 -3.412140 2.686073 0.0 0.0 -0.1 0.0001
H -2.141010 -5.662590 3.490247 0.0 0.0 0.0 0.0000
H -1.040984 -7.673024 2.585639 0.0 0.0 0.0 0.0000
H 0.784988 -7.452784 0.906307 0.0 0.0 0.0 0.0000
```
Positions in Å, forces in eV/Å.

Values from the calculation:
expectation value of S²	1.125
charge	+1
gap between HOMO and LUMO (spin up / spin down)	5.120 / 6.714	eV
energy	-119193.6396	eV
2S+1	2
highest occupied orbital energy (spin up / spin down)	-9.83 / -9.89	eV
energy relative to the best compared isomer or geometry (same formula, charge and spin)	2.037	eV